Record 1
11
Properties=species:S:1:pos:R:3:lowdin_charge:R:1 method="wB97M-V/def2-TZVPD" lumo_ev=-3.7 molar_mass_g_mol=195.0 e_homo_ev=-13.342 energy_ha=-250.20555 total_charge=+1 e_above_lowest_ev=0.313
Cs 1.752 -2.824 2.769 1.07
O 1.010 -0.634 0.890 -0.25
O -1.144 0.968 -1.550 -0.04
C -0.097 -0.549 -0.027 -0.22
C -0.383 0.902 -0.367 -0.25
H 1.774 -0.292 0.408 0.09
H -0.966 1.307 0.473 0.13
H -1.637 1.787 -1.614 0.10
H -0.991 -1.006 0.395 0.13
H 0.539 1.489 -0.465 0.13
H 0.143 -1.147 -0.913 0.13

Record 2
13
Properties=species:S:1:pos:R:3:lowdin_charge:R:1 method="wB97M-V/def2-TZVPD" lumo_ev="-15.5 / -15.5" molar_mass_g_mol=214.9 e_homo_ev="-20.234 / -20.258" energy_ha=-619.02857 total_charge=+2 multiplicity=2
In 22.066 25.918 0.242 1.64
F 23.974 23.795 0.851 -0.18
F 19.857 25.178 -1.566 -0.35
O 18.621 27.304 -2.873 0.35
O 21.405 27.680 -2.043 -0.12
C 20.498 28.727 -2.280 -0.19
C 19.484 28.339 -3.279 -0.08
H 20.022 27.991 -4.161 0.21
H 22.018 27.769 -2.777 0.13
H 19.998 29.173 -1.420 0.16
H 21.097 29.569 -2.625 0.16
H 18.974 29.237 -3.628 0.18
H 19.094 26.636 -2.372 0.09